(1)
Density functional theory data (wB97M-V/def2-TZVPD) for a 2-piece molecular cluster, C31H55BrFNO9S3 overall.

Properties
Highest occupied orbital energy ... -8.7802 eV
Electronic energy ... -5814.52605 a.u.
Lowest unoccupied orbital energy ... -0.458 eV
Frontier orbital gap ... 0.306 Ha
SMILES string ... CCCCCCCCCCC[C@H]1[C@](F)(OCC)[C@@H](CC(=O)Br)[C@@H](CCCSC(=S)N2CCOCC2)OS1(=O)=O.CCOC(=O)OC
Spin multiplicity ... 1
M ... 780.88 g mol⁻¹

Cartesian coordinates (Å):
1 C 9.866 -1.551 2.741
2 C 9.052 -2.812 2.450
3 C 7.929 -2.561 1.419
4 C 7.926 -3.561 0.263
5 C 6.603 -3.663 -0.516
6 C 6.607 -2.873 -1.826
7 C 6.750 -1.347 -1.681
8 C 5.808 -0.692 -0.674
9 C 4.369 -0.576 -1.193
10 C 3.538 0.352 -0.302
11 C 2.206 0.775 -0.967
12 C 1.034 -0.057 -0.443
13 C 0.356 0.536 0.800
14 F -0.090 1.810 0.497
15 O 1.305 0.563 1.813
16 C 1.441 1.764 2.587
17 C 2.208 1.405 3.861
18 C -0.832 -0.368 1.176
19 C -1.245 -0.260 2.648
20 C -0.571 -1.294 3.510
21 O 0.470 -1.810 3.340
22 Br -1.654 -1.781 5.070
23 C -2.001 -0.208 0.190
24 C -3.106 0.757 0.577
25 C -4.194 0.807 -0.524
26 C -5.581 1.002 0.097
27 S -6.246 -0.502 0.853
28 C -7.424 -1.041 -0.346
29 S -7.181 -0.848 -1.938
30 N -8.538 -1.678 0.251
31 C -9.828 -1.116 -0.164
32 C -10.928 -2.141 0.094
33 O -10.612 -2.863 1.264
34 C -9.598 -3.792 0.941
35 C -8.476 -3.132 0.110
36 O -1.567 0.225 -1.122
37 S -0.211 -0.303 -1.741
38 O -0.297 -1.701 -2.044
39 O 0.064 0.611 -2.810
40 H 10.438 -1.641 3.664
41 H 10.567 -1.351 1.928
42 H 9.211 -0.683 2.815
43 H 9.703 -3.589 2.048
44 H 8.619 -3.169 3.384
45 H 6.959 -2.587 1.921
46 H 8.043 -1.546 1.032
47 H 8.140 -4.542 0.695
48 H 8.748 -3.342 -0.423
49 H 6.436 -4.709 -0.780
50 H 5.775 -3.353 0.124
51 H 7.478 -3.223 -2.386
52 H 5.711 -3.092 -2.409
53 H 7.791 -1.099 -1.469
54 H 6.519 -0.914 -2.658
55 H 6.182 0.310 -0.447
56 H 5.791 -1.235 0.272
57 H 4.412 -0.187 -2.211
58 H 3.934 -1.578 -1.168
59 H 4.130 1.244 -0.092
60 H 3.355 -0.170 0.635
61 H 2.024 1.834 -0.795
62 H 2.318 0.603 -2.034
63 H 1.394 -1.042 -0.151
64 H 0.469 2.180 2.849
65 H 1.988 2.504 2.003
66 H 1.616 1.646 4.743
67 H 2.367 0.328 3.884
68 H 3.167 1.913 3.913
69 H -0.449 -1.381 1.044
70 H -2.310 -0.376 2.811
71 H -0.978 0.714 3.064
72 H -2.455 -1.196 0.068
73 H -3.595 0.442 1.495
74 H -2.688 1.761 0.668
75 H -3.986 1.591 -1.248
76 H -4.199 -0.169 -1.011
77 H -5.511 1.706 0.929
78 H -6.300 1.376 -0.626
79 H -10.039 -0.217 0.418
80 H -9.855 -0.827 -1.219
81 H -11.024 -2.824 -0.759
82 H -11.887 -1.643 0.218
83 H -10.014 -4.636 0.379
84 H -9.223 -4.180 1.886
85 H -8.561 -3.452 -0.936
86 H -7.510 -3.489 0.468
87 C -1.114 3.681 -1.639
88 C -1.525 3.657 -3.092
89 O -2.603 4.577 -3.360
90 C -2.252 5.852 -3.471
91 O -1.137 6.297 -3.397
92 O -3.357 6.569 -3.692
93 C -3.135 7.978 -3.784
94 H -1.976 3.500 -0.994
95 H -0.371 2.912 -1.464
96 H -0.689 4.648 -1.367
97 H -1.914 2.678 -3.360
98 H -0.685 3.873 -3.750
99 H -2.364 8.203 -4.517
100 H -2.851 8.381 -2.813
101 H -4.080 8.411 -4.098

These are the Löwdin partial charges, in e, on atoms 1 to 99: -0.120 -0.256 -0.226 -0.208 -0.210 -0.209 -0.205 -0.222 -0.198 -0.186 -0.141 -0.209 -0.466 0.070 -0.062 -0.206 -0.040 -0.138 -0.127 -0.787 0.077 0.701 -0.263 -0.140 -0.236 -0.488 0.919 -1.093 0.747 -0.227 -0.165 -0.192 -0.121 -0.182 -0.162 -0.195 0.673 -0.245 -0.253 0.065 0.072 0.068 0.098 0.101 0.107 0.094 0.105 0.115 0.105 0.098 0.106 0.105 0.103 0.106 0.113 0.089 0.117 0.121 0.114 0.111 0.122 0.106 0.149 0.110 0.123 0.075 0.078 0.074 0.155 0.086 0.133 0.165 0.096 0.125 0.115 0.096 0.076 0.054 0.125 0.094 0.125 0.127 0.121 0.122 0.115 0.122 -0.056 -0.194 0.041 -0.617 0.122 0.002 -0.043 0.076 0.048 0.083 0.118 0.129 0.095

---

(2)
Density functional theory data (wB97M-V/def2-TZVPD) for C7H4O as an isolated structure.

Properties
Highest occupied orbital energy ... -8.9596 eV
Energy relative to the best compared isomer or geometry (same formula, charge and spin) ... 358.8 kJ/mol
Electronic energy ... -344.09086 a.u.
Lowest unoccupied orbital energy ... -0.813 eV
Frontier orbital gap ... 0.299 Ha
Spin multiplicity ... 1
M ... 104.11 g mol⁻¹

Cartesian coordinates (Å):
1 C 1.693 0.287 -1.236
2 C 1.318 1.466 -0.534
3 C 0.047 1.614 -0.114
4 C -0.982 0.529 -0.172
5 C -1.600 -0.296 0.514
6 C -1.924 -1.395 1.167
7 C -2.255 -2.616 1.571
8 H 2.762 0.208 -1.851
9 H 2.389 2.292 -0.367
10 H -0.443 2.566 0.261
11 H -2.185 -3.866 1.782
12 O 1.179 -0.789 -1.020

Charges obtained by Löwdin population analysis, quoted in units of e: -0.337 -0.123 -0.086 0.038 -0.096 -0.158 0.112 0.154 0.206 0.129 0.126 0.033